Entry from the OMol25 dataset: a gas-phase ion, C22H26NO2 (charge +1) (ωB97M-V/def2-TZVPD).

Summary:
E_LUMO = -2.34 eV
Energy above the lowest of the compared OMol25 structures with the same formula, charge and spin = 0.000 eV
Largest force on an atom = 0.91 eV Å⁻¹
Frontier orbital gap = 8.333 eV
Structure (SMILES) = Cc1ccc(C[N@H+](C)C[C@H](O)COc2ccc3ccccc3c2)cc1

The geometry in ORCA input format:
```
! RIJCOSX wB97M-V def2-TZVPD def2/J DEFGRID3
* xyz 1 1
C 1.7321 1.9087 2.9321
C 1.6667 1.5676 1.4809
C 2.1971 0.3767 0.9991
C 2.1574 0.0768 -0.3488
C 1.5982 0.9713 -1.2540
C 1.0740 2.1690 -0.7792
C 1.1036 2.4569 0.5713
H 0.6952 3.3911 0.9254
H 0.6624 2.8922 -1.4691
C 1.5611 0.6264 -2.7168
H 1.5085 1.5258 -3.3346
H 2.4590 0.0672 -2.9865
N 0.3789 -0.2323 -3.0399
H 0.2867 -0.9579 -2.2852
C 0.5269 -0.8826 -4.3479
H -0.3183 -1.5367 -4.5464
H 0.5872 -0.1286 -5.1323
H 1.4362 -1.4803 -4.3657
C -0.8779 0.5358 -2.9232
H -0.8543 1.0675 -1.9667
H -0.9250 1.2698 -3.7326
C -2.1626 -0.3291 -2.9229
C -2.0347 -1.5967 -2.0309
O -0.8865 -1.6403 -1.2086
C -0.9877 -1.1867 0.1123
C -0.1560 -1.7786 1.0248
C -0.1608 -1.3597 2.3685
C 0.6734 -1.9532 3.3391
C 0.6371 -1.5311 4.6385
C -0.2323 -0.4985 5.0276
C -1.0514 0.0970 4.1099
C -1.0382 -0.3147 2.7606
C -1.8746 0.2689 1.7895
C -1.8575 -0.1512 0.4884
H -2.5198 0.2995 -0.2337
H -2.5451 1.0611 2.0873
H -1.7261 0.8871 4.4049
H -0.2487 -0.1825 6.0594
H 1.2748 -1.9913 5.3781
H 1.3352 -2.7523 3.0381
H 0.4984 -2.5786 0.7143
H -1.9688 -2.4850 -2.6665
H -2.9466 -1.6702 -1.4326
O -3.2163 0.4427 -2.4082
H -3.5524 1.0663 -3.0611
H -2.4046 -0.6517 -3.9447
H 2.5812 -0.8524 -0.7017
H 2.6499 -0.3195 1.6875
H 0.8064 2.3747 3.2613
H 2.5416 2.6179 3.1064
H 1.9166 1.0238 3.5346
*
```

***

Entry from the OMol25 dataset: C22H27Cl2NO10 in the gas phase (ωB97M-V/def2-TZVPD).

Summary:
E_LUMO = 0.61 eV
Energy above the lowest of the compared OMol25 structures with the same formula, charge and spin = 0.000 eV
Largest force on an atom = 0.83 eV Å⁻¹
Frontier orbital gap = 9.522 eV
Structure (SMILES) = CC(=O)N[C@H]1[C@@H](OCCOc2ccc(Cl)cc2Cl)O[C@H](COC(C)=O)[C@H](OC(C)=O)[C@@H]1OC(C)=O

The geometry in ORCA input format:
```
! RIJCOSX wB97M-V def2-TZVPD def2/J DEFGRID3
* xyz 0 1
C -3.9365 -3.3124 0.1635
C -2.6142 -3.1581 -0.5522
O -2.3165 -3.7476 -1.5690
N -1.7696 -2.2995 0.0710
H -2.1095 -1.7392 0.8410
C -0.5064 -1.9099 -0.5105
C 0.2411 -0.9856 0.4469
C 1.5072 -0.4307 -0.2134
C 1.1400 0.2288 -1.5512
C 2.3915 0.6775 -2.3136
H 2.0987 1.2565 -3.1922
H 2.9578 -0.2050 -2.6283
O 3.1966 1.4973 -1.4825
C 4.4352 1.0602 -1.1781
O 4.9248 0.0694 -1.6495
C 5.0827 1.9573 -0.1686
H 4.9226 1.5045 0.8102
H 4.6302 2.9431 -0.1866
H 6.1517 2.0117 -0.3512
O 0.4490 -0.6648 -2.3993
C -0.7365 -1.1696 -1.8510
O -1.6852 -0.1701 -1.6121
C -2.2594 0.3801 -2.7873
H -2.6465 -0.4282 -3.4215
C -3.4088 1.2990 -2.3770
H -3.9469 1.6313 -3.2670
O -2.9505 2.4971 -1.7754
C -2.1838 2.4170 -0.6491
C -0.9851 3.1321 -0.6682
C -0.1273 3.1591 0.4135
C -0.4656 2.4513 1.5559
C -1.6657 1.7626 1.6253
C -2.5218 1.7520 0.5340
Cl -4.0062 0.8978 0.7261
H -1.9355 1.2207 2.5187
Cl 0.6181 2.4013 2.8970
H 0.8003 3.7061 0.3647
H -0.7421 3.6712 -1.5707
H -4.0896 0.7490 -1.7222
H -1.5018 0.9410 -3.3493
H -1.1067 -1.8872 -2.5980
H 0.5080 1.1003 -1.3191
H 1.9648 0.3112 0.4559
O 2.4366 -1.4812 -0.4204
C 3.5333 -1.4994 0.3589
O 3.7511 -0.6864 1.2182
C 4.4354 -2.6299 -0.0256
H 5.1081 -2.2533 -0.7959
H 3.8587 -3.4534 -0.4334
H 5.0237 -2.9445 0.8309
H -0.4208 -0.1529 0.7179
O 0.6522 -1.6651 1.6305
C -0.1480 -1.6264 2.7008
O -1.2440 -1.1262 2.6984
C 0.5050 -2.2888 3.8768
H -0.0722 -2.0963 4.7759
H 1.5202 -1.9165 3.9848
H 0.5546 -3.3606 3.6967
H 0.0941 -2.8031 -0.7212
H -4.4827 -2.3724 0.1228
H -4.5216 -4.0893 -0.3194
H -3.7720 -3.5715 1.2063
*
```

***

Entry from the OMol25 dataset: a molecular structure, C22H27ClN2O3 (ωB97M-V/def2-TZVPD).

Summary:
E_LUMO = 0.52 eV
Energy above the lowest of the compared OMol25 structures with the same formula, charge and spin = 18.396 eV
Largest force on an atom = 18.53 eV Å⁻¹
Frontier orbital gap = 8.371 eV

The geometry in ORCA input format:
```
! RIJCOSX wB97M-V def2-TZVPD def2/J DEFGRID3
* xyz 0 1
C 2.8955 2.5675 -1.3892
C 1.6803 1.8894 -0.5275
H 0.7416 1.7798 -1.0180
H 1.5541 2.4005 0.3186
O 2.0336 0.5327 -0.4778
C 1.5561 -0.1667 0.4990
C 0.4239 0.2729 1.0085
C -0.4645 -0.7892 1.9799
C 0.1630 -1.9958 2.3193
C 1.3858 -2.2336 1.8466
C 2.2073 -1.5922 1.0831
O 3.3771 -1.8719 0.4623
C 3.5082 -2.9436 -0.1056
H 4.7839 -3.0602 0.0079
C 2.9288 -3.4038 -1.3765
O 3.0361 -4.4120 -1.7301
N 2.6286 -2.0673 -2.0793
C 2.1164 -2.0480 -3.2965
C 1.7100 -3.2798 -3.9396
C 1.3122 -3.0052 -5.2548
C 0.8098 -1.8402 -5.7983
C 1.3178 -0.6895 -4.9002
C 1.7757 -0.8845 -3.6055
H 2.0768 0.0547 -3.0211
H 0.7075 0.0617 -5.2120
H 0.3346 -1.6161 -6.6378
H 0.9375 -3.7687 -6.0488
H 2.0570 -4.3118 -3.5959
H 2.9489 -1.2802 -1.5774
H 3.3889 -3.6978 0.7637
H 1.8476 -3.3105 2.2412
Cl -0.6835 -3.0573 3.3782
C -1.7173 -0.2584 2.6125
N -1.8939 1.2471 2.4377
H -1.1324 1.6137 3.0820
C -3.0995 1.5628 3.1702
C -4.3598 1.3929 1.8511
C -4.6477 3.0242 1.7616
H -4.3420 3.3591 0.8618
C -4.3645 3.5488 3.0091
H -5.1809 3.5012 3.7998
H -4.3267 4.7439 2.8791
C -3.0601 3.1577 3.2099
H -2.4052 3.7217 2.5010
H -2.8114 3.2322 4.2803
H -6.0426 2.9166 1.5300
H -5.0196 0.8928 2.1559
H -3.8333 1.3210 0.9542
H -3.5577 0.9940 3.9465
H -1.7290 -0.7557 3.5414
H -2.5551 -0.7215 1.9623
H -0.2441 0.9993 0.8650
H 2.8521 1.9447 -2.2409
H 2.5804 3.6601 -1.6554
H 3.7939 2.6683 -0.8314
*
```

***

Entry from the OMol25 dataset: C22H27ClN2O4 in the gas phase (ωB97M-V/def2-TZVPD).

Summary:
E_LUMO = 0.59 eV
Energy above the lowest of the compared OMol25 structures with the same formula, charge and spin = 1.747 eV
Largest force on an atom = 1.11 eV Å⁻¹
Frontier orbital gap = 9.010 eV
Structure (SMILES) = COc1cc(Cl)ccc1OCc1cc(C(=O)N2C[C@]3(C)C[C@H]2CC(C)(C)C3)no1

The geometry in ORCA input format:
```
! RIJCOSX wB97M-V def2-TZVPD def2/J DEFGRID3
* xyz 0 1
C -2.1610 -0.5544 -2.5523
H -1.2749 -0.1269 -2.0739
O -3.0947 -1.0034 -1.5988
C -3.5475 -0.1281 -0.6538
C -3.2506 1.2283 -0.6716
C -3.7679 2.0739 0.2960
C -4.5962 1.5948 1.2919
C -4.8714 0.2406 1.3265
C -4.3516 -0.6383 0.3846
O -4.7009 -1.9518 0.5573
C -3.8556 -2.9813 0.0873
C -2.4184 -2.7159 0.3850
C -1.8202 -1.9528 1.3460
C -0.4448 -1.9896 0.9972
N -0.2661 -2.7294 -0.0699
O -1.4805 -3.1873 -0.4523
C 0.6045 -1.2408 1.7363
O 0.4134 -0.8944 2.8919
N 1.7191 -0.9274 1.0594
C 2.0750 -1.2653 -0.3020
H 1.2614 -1.0663 -1.0010
C 3.3167 -0.4051 -0.5741
C 4.2070 -1.0168 -1.6490
H 3.6781 -1.0692 -2.5979
H 5.1032 -0.4165 -1.7871
H 4.5085 -2.0231 -1.3679
C 3.9617 -0.3789 0.8134
C 2.7350 -0.0731 1.6589
C 2.3574 1.4037 1.5100
H 1.4763 1.6060 2.1202
H 3.1817 1.9956 1.9123
C 2.0759 1.8226 0.0520
C 0.5811 1.6715 -0.2642
H 0.2189 0.6647 -0.0852
H -0.0003 2.3435 0.3644
H 0.3888 1.9352 -1.3035
C 2.4119 3.3133 -0.0982
H 2.2010 3.6507 -1.1108
H 3.4626 3.5009 0.1129
H 1.8152 3.9067 0.5906
C 2.9453 1.0351 -0.9576
H 2.4392 1.0272 -1.9257
H 3.8849 1.5761 -1.0946
H 2.8380 -0.3242 2.7176
H 4.7353 0.3792 0.9091
H 4.3820 -1.3530 1.0655
H 2.3136 -2.3314 -0.3724
H -2.2570 -1.4294 2.1687
H -3.9698 -3.1377 -0.9922
H -4.2008 -3.8787 0.6137
H -5.4965 -0.1722 2.1017
H -5.0042 2.2582 2.0363
Cl -3.3612 3.7519 0.2371
H -2.6230 1.6436 -1.4420
H -2.6032 0.1808 -3.2312
H -1.8741 -1.4416 -3.1148
*
```

***

Entry from the OMol25 dataset: a molecular structure, C22H27ClN4O2S (ωB97M-V/def2-TZVPD).

Summary:
E_LUMO = 0.09 eV
Largest force on an atom = 19.68 eV Å⁻¹
Frontier orbital gap = 7.901 eV

The geometry in ORCA input format:
```
! RIJCOSX wB97M-V def2-TZVPD def2/J DEFGRID3
* xyz 0 1
C -4.7551 -1.4461 -0.2015
C -3.4476 -1.1263 0.5355
C -3.4662 0.0388 1.4046
C -2.4469 0.2337 2.1465
C -1.3185 -0.6511 1.8833
C -1.3641 -1.6279 1.1946
C -2.5265 -1.9851 0.5654
H -2.4186 -2.6572 -0.4207
N -0.1557 -2.2184 0.9101
C 0.1824 -3.4188 0.2897
O -0.7333 -3.8863 -0.2113
C 1.5236 -3.6418 0.1553
H 1.8089 -4.6727 -0.6285
H 1.9551 -4.0610 1.2585
S 2.7316 -2.3532 -0.1740
C 2.0744 -1.8169 -1.5521
C 0.8861 -1.1516 -1.5096
O -0.2162 -1.4585 -1.9626
N 1.1157 0.2707 -0.9294
C -0.0033 1.1431 -0.4092
C -1.2905 1.0391 -1.1849
C -2.3023 2.1030 -0.6326
C -1.8955 3.1643 0.1300
C -0.7008 3.1380 0.8256
C 0.3290 2.2938 0.1453
N 1.6337 2.3021 1.0680
C 2.4839 3.0823 0.5786
C 3.4267 2.8407 -0.5442
N 3.5053 1.2095 -0.1839
C 4.7766 0.7171 -0.9430
H 4.6209 1.0650 -2.1283
H 4.8036 -0.3429 -0.9824
H 5.7052 1.2783 -0.6659
C 3.6054 0.8060 1.1037
C 2.1884 1.0935 1.7104
H 1.6541 0.4662 1.6263
H 2.3352 1.3738 2.6114
H 4.3700 1.5710 1.9190
H 3.8941 -0.0693 1.2606
H 4.2351 3.3456 -0.4128
H 3.0144 2.7259 -1.3396
H 1.7781 4.1881 0.4210
H 2.9801 3.5766 1.4533
H -0.4379 3.7364 1.3714
H -2.7329 3.8641 0.2260
Cl -3.5884 1.8551 -1.5258
H -1.4032 0.1408 -1.7377
H 2.1079 0.2972 -0.5911
H 2.9700 -1.0844 -2.2041
H 1.8481 -2.6019 -2.2442
H 0.7235 -1.7652 1.4073
H -0.4452 -0.1808 2.5694
H -2.3368 1.1583 2.7633
H -4.4602 0.4485 1.6411
H -5.6029 -1.3643 0.4009
H -4.7239 -2.3779 -0.4268
H -4.8677 -0.8529 -1.2257
*
```

***

Entry from the OMol25 dataset: C22H27FN2O4 in the gas phase (ωB97M-V/def2-TZVPD).

Summary:
E_LUMO = 0.69 eV
Energy above the lowest of the compared OMol25 structures with the same formula, charge and spin = 1.326 eV
Largest force on an atom = 1.26 eV Å⁻¹
Frontier orbital gap = 9.504 eV
Structure (SMILES) = COCc1ccc(C(=O)N2CCC(CCC(=O)NCc3ccc(F)cc3)CC2)o1

The geometry in ORCA input format:
```
! RIJCOSX wB97M-V def2-TZVPD def2/J DEFGRID3
* xyz 0 1
C 3.4487 -5.5366 3.9562
H 3.9435 -5.0964 4.8192
O 2.1178 -5.0845 3.9933
C 1.3029 -5.6084 2.9642
C 1.6599 -5.0865 1.6076
C 2.4965 -5.5653 0.6370
C 2.4674 -4.6226 -0.4106
C 1.6278 -3.6163 -0.0036
C 1.2356 -2.4413 -0.8086
O 1.3779 -2.4951 -2.0229
N 0.7600 -1.3332 -0.1969
C 0.5477 -1.1079 1.2124
H 1.0200 -1.8853 1.8069
C -0.9518 -1.0420 1.5044
H -1.1067 -0.8618 2.5687
C -1.6084 0.0708 0.6817
C -1.2847 -0.1447 -0.7990
C 0.2255 -0.2625 -1.0105
H 0.4563 -0.4879 -2.0529
H 0.7165 0.6752 -0.7278
H -1.6510 0.6874 -1.4017
H -1.7648 -1.0617 -1.1480
C -3.1141 0.1070 0.9649
H -3.2521 0.2724 2.0347
C -3.8589 1.2123 0.2120
C -3.2636 2.5766 0.5179
O -2.9102 2.9167 1.6268
N -3.1717 3.3973 -0.5558
H -3.4432 3.0684 -1.4683
C -2.5612 4.7082 -0.4839
C -1.2758 4.7559 -1.2688
C -0.2848 3.8127 -1.0177
C 0.8954 3.8161 -1.7359
C 1.0753 4.7833 -2.7090
C 0.1107 5.7360 -2.9781
C -1.0683 5.7116 -2.2538
H -1.8311 6.4491 -2.4556
H 0.2858 6.4759 -3.7428
F 2.2246 4.7977 -3.4141
H 1.6727 3.0909 -1.5536
H -0.4449 3.0757 -0.2453
H -3.2615 5.4654 -0.8500
H -2.3658 4.8879 0.5785
H -3.8555 1.0218 -0.8614
H -4.8984 1.2255 0.5492
H -3.5578 -0.8573 0.7077
H -1.1805 1.0274 1.0008
H -1.4047 -2.0030 1.2507
H 1.0098 -0.1468 1.4723
O 1.1348 -3.9070 1.2233
H 2.9907 -4.6604 -1.3430
H 3.0503 -6.4818 0.6635
H 0.2875 -5.2954 3.2192
H 1.3618 -6.7068 2.9553
H 3.4947 -6.6305 4.0261
H 3.9604 -5.2186 3.0409
*
```

***

Entry from the OMol25 dataset: C22H27N2O4P in the gas phase (ωB97M-V/def2-TZVPD).

Summary:
E_LUMO = 0.59 eV
Energy above the lowest of the compared OMol25 structures with the same formula, charge and spin = 0.054 eV
Largest force on an atom = 1.36 eV Å⁻¹
Frontier orbital gap = 8.322 eV
Structure (SMILES) = CCCOP(=O)(OCCC)c1nc(-c2ccccc2)oc1NCc1ccccc1

The geometry in ORCA input format:
```
! RIJCOSX wB97M-V def2-TZVPD def2/J DEFGRID3
* xyz 0 1
C -1.8838 -3.2230 -2.8152
H -2.1207 -3.1641 -3.8755
C -2.4043 -1.9976 -2.0759
C -1.7676 -0.7245 -2.6114
H -0.6826 -0.7752 -2.4690
H -1.9830 -0.5937 -3.6767
O -2.2671 0.4550 -1.9943
P -2.3260 0.7022 -0.4229
O -2.5561 2.1233 -0.1331
O -3.5238 -0.2501 0.0785
C -4.4866 0.2452 0.9946
C -4.2290 -0.2495 2.4140
C -2.9921 0.3907 3.0284
H -2.8486 0.0418 4.0483
H -2.1076 0.1359 2.4492
H -3.0902 1.4737 3.0399
H -5.1077 -0.0127 3.0171
H -4.1114 -1.3345 2.3901
H -4.4804 1.3398 0.9659
H -5.4555 -0.1183 0.6380
C -0.7719 0.1277 0.2501
C 0.0931 0.9595 0.9308
N -0.1068 2.1989 1.4343
H -0.9528 2.6103 1.0521
C 1.0444 3.0733 1.5747
C 1.8339 3.2038 0.2924
C 3.2216 3.1857 0.3142
C 3.9444 3.2750 -0.8624
C 3.2849 3.3738 -2.0753
C 1.9007 3.3885 -2.1051
C 1.1773 3.3065 -0.9287
H 0.0969 3.3133 -0.9659
H 1.3791 3.4630 -3.0478
H 3.8479 3.4361 -2.9948
H 5.0241 3.2593 -0.8322
H 3.7390 3.0993 1.2594
H 1.6877 2.6662 2.3612
H 0.6766 4.0492 1.9015
O 1.2458 0.2986 1.1308
C 1.0498 -0.9297 0.5532
N -0.1285 -1.0546 0.0238
C 2.1001 -1.9170 0.5583
C 3.3535 -1.6249 1.0964
C 4.3475 -2.5839 1.0876
C 4.1054 -3.8361 0.5454
C 2.8609 -4.1297 0.0079
C 1.8603 -3.1792 0.0118
H 0.8848 -3.3874 -0.3981
H 2.6735 -5.1059 -0.4145
H 4.8856 -4.5828 0.5416
H 5.3171 -2.3554 1.5052
H 3.5354 -0.6461 1.5137
H -2.1610 -2.0720 -1.0154
H -3.4883 -1.9240 -2.1763
H -0.8041 -3.2973 -2.7083
H -2.3340 -4.1261 -2.4118
*
```

***

Entry from the OMol25 dataset: a molecular structure, C22H27N2O8 (ωB97M-V/def2-TZVPD).

Summary:
E_LUMO = 2.77 eV
Largest force on an atom = 7.43 eV Å⁻¹
Frontier orbital gap = 5.585 eV

The geometry in ORCA input format:
```
! RIJCOSX wB97M-V def2-TZVPD def2/J DEFGRID3
* xyz -1 1
C -4.2973 -0.6250 2.2794
C -2.8604 -0.9569 2.5613
O -2.1802 0.2969 2.7687
C -0.8946 0.0911 3.1194
C -0.0634 1.3680 2.9849
C -0.7379 2.2931 2.0068
C 1.3318 1.0688 2.4840
O 2.1353 1.9571 2.2307
O 1.6084 -0.2324 2.3539
C 3.0117 -0.5095 2.1829
C 3.1071 -1.9895 1.9423
O -0.5247 -1.0153 3.4633
H -4.8271 -1.5383 2.0086
H -4.7739 -0.2071 3.1708
H -4.3898 0.0955 1.4623
H -2.7601 -1.5850 3.4522
H -2.3864 -1.4618 1.7085
H -0.0426 3.0771 1.6940
H -1.0590 1.7321 1.1150
H -1.6164 2.7368 2.4846
H 3.4129 0.0641 1.3387
H 3.5425 -0.2305 3.1028
H 4.1513 -2.3090 1.9811
H 2.5451 -2.5540 2.6926
H 2.7126 -2.2430 0.9530
C 3.0734 8.5790 4.6619
O 2.1120 7.9571 3.7895
C 1.8235 6.6457 3.9873
C 0.6836 6.1561 3.3141
C 0.1941 4.9079 3.6121
C 0.8839 4.0181 4.4763
C 0.3894 2.7166 4.8717
C 0.3014 2.3942 6.1807
C 0.3407 0.9739 6.5485
O 0.5423 0.0823 5.7261
N 0.1458 0.6701 7.9020
C 0.0831 -0.7368 8.2319
C 0.4703 1.5602 8.9365
O 0.5949 1.2114 10.1065
N 0.6254 2.8991 8.5350
C 0.7451 3.8718 9.5997
C 0.1330 3.3633 7.2983
O -0.3626 4.4835 7.2035
C 2.1073 4.4981 5.0302
C 2.5689 5.7825 4.8253
H 3.0736 9.6236 4.3504
H 2.7738 8.4928 5.7170
H 4.0661 8.1307 4.5194
H 0.1783 6.8303 2.6232
H -0.7744 4.6098 3.2071
H 0.0585 1.8719 4.0876
H -0.0489 -0.8094 9.3056
H -0.7590 -1.1790 7.6951
H 0.9998 -1.2458 7.9156
H 1.1394 4.7934 9.1733
H -0.2341 4.0725 10.0497
H 1.4166 3.4700 10.3549
H 2.6837 3.8136 5.6545
H 3.4699 6.1395 5.3286
*
```